# 1
{
  "formula": "C21H24F3O9P",
  "method": "wB97M-V/def2-TZVPD",
  "smiles": "CP(O)C1=CC(=O)c2cc(CCC(F)=C(F)F)ccc2C1=O.COC(=O)OC.COC(=O)OC",
  "orbital_gap_ha": 0.276,
  "total_energy_ev": -58029.532,
  "largest_force_ev_per_a": 2.80,
  "symbols": ["C", "P", "O", "C", "C", "C", "O", "C", "C", "C", "C", "C", "C", "F", "C", "F", "F", "C", "C", "C", "C", "O", "H", "H", "H", "H", "H", "H", "H", "H", "H", "H", "H", "H", "C", "O", "C", "O", "O", "C", "H", "H", "H", "H", "H", "H", "C", "O", "C", "O", "O", "C", "H", "H", "H", "H", "H", "H"],
  "xyz": [[1.070, 6.194, -1.101], [1.368, 5.404, -2.794], [2.942, 4.724, -2.790], [0.252, 3.895, -2.971], [-0.130, 3.583, -4.237], [-1.018, 2.308, -4.445], [-1.869, 2.235, -5.291], [-0.700, 1.139, -3.456], [-0.743, -0.258, -3.821], [-0.392, -1.241, -2.806], [-0.391, -2.752, -3.214], [0.820, -2.958, -4.241], [2.163, -2.376, -3.740], [2.467, -1.018, -3.849], [3.172, -3.174, -3.193], [3.143, -3.709, -1.956], [4.294, -3.407, -3.950], [-0.034, -0.913, -1.440], [0.009, 0.502, -1.068], [-0.300, 1.484, -2.076], [-0.230, 3.015, -1.762], [-0.555, 3.465, -0.693], [1.835, 5.888, -0.343], [1.028, 7.314, -1.192], [0.067, 5.893, -0.690], [2.873, 3.750, -2.795], [0.155, 4.185, -5.126], [-1.012, -0.554, -4.855], [-1.374, -2.996, -3.707], [-0.268, -3.371, -2.295], [0.873, -4.056, -4.465], [0.595, -2.458, -5.225], [0.208, -1.713, -0.708], [0.291, 0.795, -0.037], [-4.444, 0.420, 0.911], [-4.570, -0.561, 1.942], [-3.488, -1.328, 2.104], [-2.466, -1.250, 1.470], [-3.737, -2.195, 3.091], [-2.657, -3.085, 3.373], [-5.377, 0.979, 0.873], [-3.633, 1.114, 1.137], [-4.284, -0.057, -0.056], [-1.774, -2.529, 3.695], [-2.427, -3.701, 2.503], [-2.969, -3.738, 4.186], [0.832, 0.159, 4.193], [0.789, -1.006, 5.017], [1.769, -1.074, 5.926], [2.641, -0.260, 6.087], [1.610, -2.205, 6.623], [2.594, -2.410, 7.637], [-0.007, 0.102, 3.500], [0.724, 1.061, 4.796], [1.757, 0.189, 3.617], [2.557, -1.610, 8.377], [3.589, -2.482, 7.198], [2.364, -3.352, 8.132]],
  "mulliken_charge": [-0.88, 0.15, -0.49, 0.11, -0.57, -0.10, -0.51, 0.52, -0.59, 0.82, -1.08, -0.51, 0.41, -0.27, 0.12, -0.19, -0.20, -0.67, -0.93, 0.83, 0.27, -0.54, 0.28, 0.33, 0.27, 0.31, 0.38, 0.39, 0.35, 0.36, 0.36, 0.38, 0.37, 0.46, -0.60, -0.33, 0.79, -0.48, -0.34, -0.43, 0.24, 0.28, 0.27, 0.12, 0.27, 0.21, -0.55, -0.22, 0.73, -0.54, -0.31, -0.63, 0.08, 0.34, 0.31, 0.29, 0.29, 0.22]
}

# 2
{
  "formula": "C21H24FNO2",
  "method": "wB97M-V/def2-TZVPD",
  "smiles": "Cc1ccccc1C[C@@]1(CO)CCCN(C(=O)c2ccc(F)cc2)C1",
  "orbital_gap_ha": 0.357,
  "total_energy_ev": -30470.065,
  "largest_force_ev_per_a": 0.58,
  "symbols": ["C", "C", "C", "C", "C", "C", "C", "C", "C", "C", "O", "C", "C", "C", "N", "C", "O", "C", "C", "C", "C", "F", "C", "C", "C", "H", "H", "H", "H", "H", "H", "H", "H", "H", "H", "H", "H", "H", "H", "H", "H", "H", "H", "H", "H", "H", "H", "H", "H"],
  "xyz": [[-1.758, 2.663, -3.223], [-0.313, 2.996, -2.986], [0.427, 3.445, -4.077], [1.755, 3.804, -3.962], [2.365, 3.747, -2.722], [1.642, 3.304, -1.631], [0.316, 2.893, -1.741], [-0.375, 2.399, -0.495], [-0.102, 0.916, -0.135], [-0.575, 0.043, -1.320], [-0.583, -1.346, -1.102], [1.390, 0.706, 0.169], [1.670, -0.638, 0.835], [0.835, -0.761, 2.108], [-0.559, -0.653, 1.754], [-1.414, -1.692, 1.711], [-2.520, -1.616, 1.195], [-0.939, -2.974, 2.326], [-0.402, -3.961, 1.507], [-0.020, -5.178, 2.043], [-0.193, -5.391, 3.398], [0.181, -6.574, 3.928], [-0.737, -4.428, 4.230], [-1.112, -3.214, 3.684], [-0.917, 0.607, 1.138], [-2.130, 3.225, -4.077], [-2.379, 2.903, -2.363], [-1.876, 1.604, -3.447], [-0.059, 3.517, -5.040], [2.303, 4.144, -4.828], [3.394, 4.051, -2.602], [2.119, 3.287, -0.662], [-1.454, 2.531, -0.581], [-0.038, 3.013, 0.345], [-1.580, 0.374, -1.606], [0.100, 0.210, -2.165], [-1.369, -1.567, -0.586], [1.961, 0.784, -0.757], [1.723, 1.500, 0.843], [2.731, -0.718, 1.078], [1.406, -1.448, 0.154], [1.017, -1.714, 2.607], [1.083, 0.052, 2.801], [-0.280, -3.772, 0.451], [0.403, -5.955, 1.426], [-0.862, -4.635, 5.281], [-1.544, -2.450, 4.313], [-1.985, 0.569, 0.909], [-0.743, 1.401, 1.874]],
  "mulliken_charge": [-1.77, 0.83, -0.70, -0.65, -0.80, -0.40, 1.03, -1.96, 2.88, -1.31, -0.55, -1.47, -0.56, -0.96, 0.35, 0.49, -0.65, -0.61, -0.14, -0.71, 0.40, -0.33, -0.69, 0.13, -2.04, 0.50, 0.35, 0.29, 0.41, 0.39, 0.40, 0.38, 0.43, 0.67, 0.32, 0.37, 0.48, 0.50, 0.41, 0.49, 0.27, 0.48, 0.38, 0.47, 0.45, 0.44, 0.46, 0.59, 0.27]
}